Molecular formula: C21H48Cl9O12P3
Method: DFT, the ωB97M-V functional and the def2-TZVPD basis

Values from the calculation:
HOMO energy: -0.381 hartree
Structure (SMILES): CCOP(=O)(OCC)OCC.CCOP(=O)(OCC)OCC.CCOP(=O)(OCC)OCC.ClC(Cl)Cl.ClC(Cl)Cl.ClC(Cl)Cl
Total charge: 0
Energy above the lowest of the compared OMol25 structures with the same formula, charge and spin: 0.0000 eV

The geometry in XYZ format:
```
93
Properties=species:S:1:pos:R:3:forces:R:3
C -2.721166 -0.051109 -0.156576 0.426 -0.977 0.455
Cl -3.080800 -0.788147 1.432582 0.399 -0.218 -0.237
Cl -0.943509 0.127842 -0.393216 -0.555 0.149 0.223
Cl -3.559205 1.466206 -0.160523 -0.079 0.547 -0.617
H -3.023691 -0.736064 -0.962787 -0.128 0.697 0.524
C -4.020617 -3.463363 -2.022438 0.807 0.056 -0.309
Cl -5.128625 -2.452299 -1.189481 -1.169 0.418 0.495
Cl -4.575991 -5.102145 -2.270669 -0.337 -0.343 -0.041
Cl -2.519907 -3.504437 -1.051052 0.143 -0.004 -0.517
H -3.886965 -3.009003 -3.006033 0.526 -0.121 0.328
C -3.680566 2.923917 6.200017 0.585 -1.823 -0.272
Cl -4.137079 2.123525 7.778801 0.044 0.883 -0.846
Cl -3.929002 4.631896 6.075086 0.206 0.392 0.650
Cl -4.675982 2.199259 4.864308 0.555 -0.153 0.557
H -2.602664 2.606577 6.074548 -1.279 0.542 -0.038
C -4.235654 3.044303 -3.948296 -0.221 0.266 -0.437
C -2.903412 2.311619 -4.096651 0.004 0.847 -0.156
O -3.026371 1.086234 -4.810253 -0.448 0.570 -1.056
P -2.639530 -0.321945 -4.301319 0.056 -0.407 1.813
O -2.934048 -0.625232 -2.884794 -0.115 0.047 -0.856
O -1.102777 -0.410971 -4.623870 0.726 -1.015 0.119
C -0.310454 -1.442530 -3.905316 2.129 1.548 -1.191
C 0.470703 -2.310267 -4.886002 -0.604 -0.677 -1.457
O -3.410146 -1.289011 -5.249122 -0.146 -0.514 -0.076
C -3.362233 -1.187516 -6.686407 -0.375 1.741 0.328
C -4.545713 -0.331989 -7.164863 -0.280 0.103 0.032
H -4.700699 3.448130 -4.904325 0.940 -0.708 0.885
H -5.008062 2.425666 -3.468897 0.361 0.330 0.183
H -3.943306 3.927944 -3.355901 -0.641 -0.277 0.076
H -2.259320 3.010130 -4.649190 0.163 -0.582 -0.106
H -2.405635 2.093455 -3.150533 -0.346 0.195 0.214
H 0.440305 -0.851754 -3.347433 -0.531 -0.235 -0.009
H -0.889738 -1.984732 -3.223490 -1.101 -0.709 0.885
H -0.208891 -3.020365 -5.473121 0.815 1.037 0.726
H 1.011031 -1.663902 -5.618099 -0.468 -0.442 0.489
H 1.238028 -2.954856 -4.416171 -0.506 0.465 0.171
H -2.384028 -0.719825 -6.967272 -0.762 -0.749 -0.047
H -3.537197 -2.182796 -7.019781 0.581 -0.781 -0.514
H -4.362672 -0.089653 -8.230071 -0.140 0.345 0.607
H -5.493220 -0.907508 -7.156325 0.556 0.173 0.193
H -4.692247 0.559771 -6.494875 0.326 -0.717 -1.052
C -0.222911 -0.812876 9.646417 0.198 1.693 -1.966
C 0.607864 -0.373622 8.358272 -0.830 0.373 1.868
O 0.099547 -1.045496 7.199816 0.139 -0.291 -0.242
P -0.508001 -0.173059 6.035419 0.632 -1.373 -1.674
O -1.064652 1.052958 6.524631 -1.037 2.728 0.746
O -1.569307 -1.059523 5.269680 -0.041 -0.542 -0.267
C -2.882315 -1.307050 5.817706 -1.002 0.960 -0.557
C -3.869212 -1.933932 4.832756 -0.431 0.369 0.359
O 0.674603 -0.061892 4.978640 -0.523 -0.221 0.335
C 0.677843 0.635767 3.701209 0.174 0.413 0.799
C 1.239572 2.038726 3.853296 -0.044 -0.097 -1.739
H -0.364236 -1.875157 9.596644 -0.053 -0.500 0.311
H 0.279195 -0.464105 10.541203 0.266 -0.273 0.161
H -1.191105 -0.278308 9.621488 0.294 -0.490 -0.084
H 0.569473 0.722581 8.238040 -0.211 -0.496 -0.050
H 1.646634 -0.624346 8.498877 0.353 -0.435 -0.203
H -2.773617 -1.961485 6.644712 0.198 -0.663 0.897
H -3.336990 -0.370432 6.176302 0.470 -0.105 -0.043
H -4.799354 -2.195882 5.365315 0.329 0.388 0.154
H -4.188999 -1.304795 3.993890 0.434 0.021 0.209
H -3.533587 -2.881052 4.486620 0.607 -0.733 -0.623
H 1.320940 0.040582 3.105383 0.888 -0.525 -0.534
H -0.253707 0.602190 3.157422 -0.785 0.078 0.437
H 2.257410 2.006842 4.238394 -0.200 0.161 0.364
H 1.309354 2.473966 2.828140 0.086 -0.379 0.463
H 0.568933 2.718149 4.348922 -0.065 0.069 0.766
C 6.296884 2.901471 0.471702 0.657 0.013 -0.160
C 7.083830 1.833782 -0.287909 0.324 0.617 0.070
O 6.574919 1.624274 -1.587067 -1.342 -0.004 -1.816
P 5.584452 0.455763 -1.989049 -0.284 -0.829 1.219
O 5.866927 -0.802307 -1.252524 0.198 0.477 -1.115
O 4.121364 0.964131 -1.636921 0.520 0.821 -0.348
C 3.000744 0.098693 -1.796705 -0.701 0.486 -1.899
C 2.485601 -0.297271 -0.478526 -0.600 0.642 0.274
O 5.559087 0.485949 -3.585577 1.362 -1.359 0.174
C 6.552571 -0.391872 -4.294520 0.119 1.307 -1.559
C 5.987206 -1.724191 -4.697628 -0.425 -1.479 1.774
H 6.222333 3.890571 -0.035031 0.094 -0.918 -0.013
H 5.323409 2.471021 0.608697 -0.719 0.239 0.414
H 6.795641 3.096912 1.432070 -0.303 -0.243 -0.127
H 8.077080 2.177218 -0.508885 0.697 0.082 0.359
H 7.119544 0.855759 0.178589 0.016 0.055 0.610
H 2.242836 0.631419 -2.400067 0.199 0.390 0.546
H 3.200435 -0.715128 -2.484168 0.653 -0.613 0.240
H 1.563127 -0.856638 -0.568058 -0.245 -0.008 0.084
H 3.203060 -0.888489 0.012977 0.930 -0.868 0.753
H 2.358696 0.625029 0.095879 -0.345 -0.215 0.129
H 6.721111 0.122996 -5.285547 -0.013 0.002 1.286
H 7.530220 -0.445148 -3.778950 -0.755 0.076 0.104
H 5.782151 -2.391092 -3.796716 0.163 0.880 -1.025
H 5.057912 -1.582931 -5.239070 -0.147 0.005 -0.089
H 6.676541 -2.293726 -5.336378 -0.019 0.416 0.114
```
Positions in Å, forces in eV/Å.

=====

Molecular formula: C5H10N2O
Method: DFT, the ωB97M-V functional and the def2-TZVPD basis

Values from the calculation:
HOMO energy: -0.356 hartree
Structure (SMILES): [H]/N=C\C(C)=O.[H]/N=C/C
Total charge: 0
Energy above the lowest of the compared OMol25 structures with the same formula, charge and spin: 2.3655 eV

The geometry in XYZ format:
```
18
Properties=species:S:1:pos:R:3:forces:R:3
C -1.510128 -0.996395 -1.341893 0.608 0.214 -0.060
C -1.076879 -0.761121 0.084646 -0.805 -2.276 1.009
C -1.789961 0.345620 0.819854 0.426 0.441 0.176
N -1.773960 0.501703 2.068582 -0.292 -0.059 0.189
O -0.509303 -1.652357 0.744297 -1.016 1.169 -0.920
H -1.250982 -0.243265 2.538524 0.181 -0.003 -0.223
H -2.341763 1.063120 0.216561 -0.027 0.046 -0.121
H -2.511815 -1.430558 -1.333561 -0.031 0.031 0.134
H -0.838054 -1.699677 -1.828960 0.006 0.029 0.000
H -1.551836 -0.062938 -1.900822 -0.031 0.008 -0.081
C 2.394028 1.414177 -0.323716 0.159 0.022 0.050
C 1.570380 0.260759 0.116127 -2.142 0.139 -0.632
N 1.924266 -0.758347 0.714952 -0.270 -1.442 0.813
H 1.070484 -1.410755 0.896291 1.629 1.083 -0.317
H 0.417021 0.319027 -0.158441 1.555 0.480 0.070
H 2.021758 2.332456 0.131817 0.006 0.021 -0.028
H 3.430896 1.256391 -0.039298 0.049 0.033 0.011
H 2.325848 1.522159 -1.404959 -0.005 0.063 -0.070
```
Positions in Å, forces in eV/Å.

=====

Molecular formula: C3H4IN
Method: DFT, the ωB97M-V functional and the def2-TZVPD basis

Values from the calculation:
HOMO energy: -0.302 hartree
Total charge: 0
Energy above the lowest of the compared OMol25 structures with the same formula, charge and spin: 3.3888 eV

The geometry in XYZ format:
```
9
Properties=species:S:1:pos:R:3:forces:R:3
C 1.280441 0.154399 0.603805 0.846 -0.208 -0.035
C 0.346205 -0.383672 -0.119669 -3.339 2.083 1.044
C -1.625674 0.671916 -0.186557 4.425 -0.675 0.472
N -2.427614 0.322014 -0.995385 -0.326 -1.611 -0.983
I -1.338834 2.458333 0.907291 -0.359 0.550 0.360
H 2.280954 -0.170738 0.842274 0.278 -1.345 -0.593
H 1.311285 1.089852 1.105349 -1.326 1.244 0.073
H 0.011787 -1.295266 -0.535300 0.426 -0.749 -0.551
H -3.280829 0.646786 -1.383507 -0.626 0.711 0.213
```
Positions in Å, forces in eV/Å.